No. 1
CH3F2N | wB97M-V/def2-TZVPD

Largest force on an atom   3.72 eV Å⁻¹

Atoms and positions in Å:
C -0.4869 1.0099 -0.5898
N -0.1870 -0.1440 -0.8159
F -1.3808 1.4896 0.1606
F -0.7656 -1.5482 -0.0539
H 0.8904 -0.2510 1.5474
H 1.3967 -0.0338 1.0466
H 0.5333 -0.5225 -1.2950

***

No. 2
CH3F2N2P | wB97M-V/def2-TZVPD

Largest force on an atom   4.24 eV Å⁻¹
SMILES   [H]/N=C\F.[H]/N=P/F

Atoms and positions in Å:
H -1.1303 0.6572 0.2073
N -0.7459 1.3287 0.7785
C 0.4581 1.2300 1.0557
F 1.1316 0.1093 0.7013
H 1.2171 1.8755 1.5575
H 0.1475 -2.9020 2.5546
N -0.3679 -2.3926 1.8367
P -1.6528 -1.5474 2.0117
F -1.9977 -1.2856 0.4360

***

No. 3
CH3F2N2P | wB97M-V/def2-TZVPD

Largest force on an atom   6.10 eV Å⁻¹
SMILES   [H]/N=P/F.C#N.F

Atoms and positions in Å:
H 2.7499 1.2183 1.4324
N 2.1447 0.5400 1.2840
P 2.2739 0.2175 -0.2624
F 1.4745 -1.2194 -0.2336
C -2.6551 -0.8648 -0.1249
N -2.0844 -0.1835 -0.8387
H -3.1642 -1.6435 0.3872
F 0.0393 1.1203 -0.8123
H -0.7786 0.8151 -0.8316

***

Let's list energy above the lowest of the compared OMol25 structures with the same formula, charge and spin in order: 5.357; 1.211; 1.692 eV.